No. 1
The following is a DFT calculation (ωB97M-V with the def2-TZVPD basis set) of a structure of composition C34H24BiBrN4OS4.

Positions of all 69 atoms, in Å:
Bi  -0.662  -0.013  -0.458
S  1.502  0.083  -1.897
C  1.209  -1.253  -3.037
C  2.314  -2.061  -3.347
C  2.250  -3.054  -4.309
C  1.076  -3.260  -5.022
C  -0.038  -2.498  -4.717
C  0.002  -1.527  -3.709
S  -1.531  -0.684  -3.324
C  -2.575  -2.151  -2.947
C  -3.536  -2.024  -1.774
C  -4.676  -2.824  -1.741
C  -5.493  -2.768  -0.629
C  -5.173  -1.912  0.416
C  -4.052  -1.112  0.294
C  -3.708  -0.082  1.346
S  -2.091  -0.332  2.188
C  -2.042  -2.107  2.297
C  -2.971  -2.703  3.156
C  -3.039  -4.076  3.295
C  -2.142  -4.868  2.587
C  -1.192  -4.285  1.767
C  -1.109  -2.891  1.590
S  0.205  -2.312  0.537
N  -3.254  -1.187  -0.780
H  3.237  -1.879  -2.808
H  3.122  -3.666  -4.507
H  1.028  -3.998  -5.815
H  -0.963  -2.649  -5.270
H  -1.882  -2.968  -2.756
H  -3.145  -2.393  -3.839
H  -4.907  -3.480  -2.573
H  -6.383  -3.385  -0.575
H  -5.793  -1.858  1.304
H  -4.482  -0.046  2.107
H  -3.612  0.907  0.887
H  -3.638  -2.066  3.729
H  -3.771  -4.523  3.957
H  -2.187  -5.948  2.671
H  -0.472  -4.904  1.240
Br  5.994  1.063  -1.247
C  5.234  2.491  -0.262
C  4.128  3.156  -0.767
C  3.542  4.167  -0.017
C  4.063  4.517  1.225
C  5.202  3.878  1.687
C  5.786  2.851  0.954
N  3.557  5.624  2.001
N  2.325  5.800  2.117
C  1.392  4.815  1.658
C  0.240  5.304  1.090
C  -0.683  4.481  0.434
C  -0.483  3.105  0.324
O  -1.279  2.317  -0.335
C  0.666  2.568  1.033
N  0.818  1.204  1.033
C  1.790  0.648  1.728
C  2.642  1.407  2.545
C  2.510  2.765  2.564
C  1.554  3.403  1.739
H  3.712  2.875  -1.727
H  2.674  4.689  -0.404
H  5.617  4.177  2.644
H  6.662  2.337  1.328
H  0.095  6.380  1.106
H  -1.570  4.895  -0.030
H  1.882  -0.427  1.659
H  3.387  0.907  3.153
H  3.119  3.361  3.234

## Properties
Total charge: 0
Calculated total energy (a.u.): -5985.705109
HOMO energy (eV): -7.33
Orbital gap (eV): 7.161
Strongest force on any atom (hartree/bohr): 0.012



No. 2
The following is a DFT calculation (ωB97M-V with the def2-TZVPD basis set) of a structure of composition C34H24BrIN3O2Pd at a distorted geometry.

Positions of all 66 atoms, in Å:
Pd  0.206  0.167  0.230
C  -0.140  -4.208  0.562
C  1.204  -4.609  0.404
C  2.177  -3.684  0.165
C  1.837  -2.306  0.070
C  0.471  -1.909  0.255
C  -0.501  -2.859  0.465
C  2.807  -1.298  -0.213
C  4.199  -1.576  -0.264
C  5.080  -0.560  -0.446
C  4.603  0.751  -0.678
C  5.456  1.838  -0.908
C  4.938  3.066  -1.241
C  3.537  3.247  -1.378
C  2.677  2.228  -1.114
C  3.177  0.955  -0.721
N  2.331  -0.043  -0.425
H  -0.904  -4.949  0.764
H  1.459  -5.659  0.452
H  3.195  -4.016  0.021
H  -1.543  -2.584  0.570
H  4.558  -2.585  -0.134
H  6.147  -0.744  -0.440
H  6.526  1.691  -0.836
H  5.603  3.900  -1.428
H  3.154  4.205  -1.705
H  1.614  2.353  -1.244
O  1.799  6.555  4.197
C  1.295  6.658  2.964
O  1.299  7.684  2.356
C  0.737  5.409  2.314
C  -0.391  5.545  1.514
C  -0.856  4.475  0.773
C  -0.171  3.259  0.791
C  0.924  3.110  1.638
C  1.383  4.180  2.392
N  -0.517  2.183  -0.071
C  -1.083  2.384  -1.197
C  -1.338  1.270  -2.102
C  -2.105  1.428  -3.245
C  -2.312  0.336  -4.077
C  -1.747  -0.879  -3.736
C  -0.986  -0.963  -2.575
N  -0.781  0.082  -1.786
H  1.685  5.687  4.595
H  -0.886  6.505  1.461
H  -1.745  4.599  0.167
H  1.461  2.168  1.678
H  2.271  4.058  3.003
H  -1.341  3.387  -1.531
H  -2.539  2.394  -3.470
H  -2.900  0.436  -4.979
H  -1.872  -1.752  -4.361
H  -0.518  -1.895  -2.290
Br  0.291  1.602  5.445
C  -1.418  0.957  5.672
C  -2.041  1.169  6.921
C  -3.302  0.686  7.122
C  -3.969  -0.014  6.082
C  -3.367  -0.214  4.833
C  -2.097  0.256  4.617
I  -1.190  -0.149  2.726
H  -1.520  1.702  7.704
H  -3.790  0.837  8.076
H  -4.963  -0.409  6.254
H  -3.899  -0.734  4.050

## Properties
Total charge: +3
Calculated total energy (a.u.): -4623.308908
HOMO energy (spin up / spin down) (eV): -15.98 / -16.19
2S+1: 5
Orbital gap (spin up / spin down) (eV): 7.229 / 4.129
Strongest force on any atom (hartree/bohr): 0.036
Energy above the lowest of the compared OMol25 structures with the same formula, charge and spin (kcal per mole): 4.7